ORCA calculation (ωB97M-V/def2-TZVPD) on 9 unconnected molecules or ions with the total composition C44H113N7O14 at a distorted geometry.

Results
gap between HOMO and LUMO	8.746	eV
lowest unoccupied orbital energy	0.3	eV
energy	-3180.335765	a.u.
SMILES	COC[C@H](C)N.COC[C@H](C)N.COCCNCCOC.COCCNCCOC.COCCNCCOC.COCCNCCOC.COCCNCCOC.CC(C)O.CC(C)O

Each line ends with the Mulliken charge.
Geometry (Å):
C1 1.54514 -2.40749 8.31136  -0.765
O1 1.94126 -1.07088 8.16983  -0.310
C2 2.34667 -0.67915 6.89021  -0.574
C3 2.23987 0.83054 6.70116  -0.756
N1 0.90735 1.43602 6.62779  -0.289
C4 1.06442 2.85286 6.55665  -0.652
C5 -0.28918 3.49797 6.90940  -0.604
O2 -0.83066 3.18802 8.20972  -0.329
C6 -0.97618 4.33632 8.98766  -0.698
H1 1.30776 -2.44501 9.37455  0.236
H2 2.30070 -3.17833 8.15961  0.274
H3 0.64546 -2.49602 7.70241  0.362
H4 1.73907 -1.20571 6.15423  0.295
H5 3.35334 -0.93897 6.56281  0.361
H6 2.78964 1.08558 5.79517  0.475
H7 2.93119 1.30851 7.39522  0.405
H8 0.44306 1.26912 7.50908  0.258
H9 1.38943 3.22775 5.58613  0.345
H10 1.88167 3.18306 7.19786  0.354
H11 -0.99034 3.19795 6.13065  0.309
H12 -0.25814 4.57151 6.72321  0.475
H13 0.00753 4.60113 9.37533  0.292
H14 -1.67862 4.11796 9.79201  0.228
H15 -1.37531 5.17586 8.41848  0.306
C7 -6.28473 -1.49236 6.57494  -0.728
O3 -7.07565 -2.03694 5.59062  -0.320
C8 -7.75748 -1.14138 4.72468  -0.351
C9 -8.67852 -1.84817 3.72165  -0.963
N2 -9.61054 -2.78846 4.38039  -0.351
C10 -10.58290 -2.17413 5.29029  -0.378
C11 -11.86791 -3.04008 5.45611  -0.709
O4 -11.84994 -3.70191 6.71948  -0.370
C12 -11.26700 -4.99804 6.71293  -0.659
H16 -6.90466 -0.89905 7.24707  0.311
H17 -5.56491 -0.79316 6.14939  0.289
H18 -5.75074 -2.28686 7.09621  0.229
H19 -7.10221 -0.53783 4.09665  0.437
H20 -8.41031 -0.46663 5.27842  0.309
H21 -8.08382 -2.42593 3.01409  0.387
H22 -9.17342 -1.04421 3.17682  0.391
H23 -8.98908 -3.38282 4.91014  0.280
H24 -10.81937 -1.16350 4.95744  0.488
H25 -10.21446 -2.05258 6.30891  0.257
H26 -12.07773 -3.73156 4.64006  0.361
H27 -12.67506 -2.31025 5.51906  0.290
H28 -10.43708 -5.08310 6.01144  0.257
H29 -11.93872 -5.80236 6.41299  0.288
H30 -10.90913 -5.26499 7.70731  0.256
C13 1.69015 4.55980 -7.82027  -0.781
O5 2.17041 5.90132 -7.63687  -0.317
C14 3.30517 6.13972 -8.45744  -0.584
C15 3.20119 7.68493 -8.62242  -0.403
N3 4.42919 8.40785 -8.30357  -0.442
C16 5.40428 8.26150 -9.40892  -0.593
C17 5.16856 9.50198 -10.29753  -0.553
O6 4.85960 10.62742 -9.48562  -0.387
C18 4.15260 11.64983 -10.09175  -0.776
H31 0.83006 4.30261 -7.20205  0.251
H32 2.52573 3.86815 -7.71291  0.318
H33 1.48945 4.44743 -8.88574  0.318
H34 3.33757 5.65965 -9.43549  0.406
H35 4.16741 5.93381 -7.82324  0.300
H36 2.41306 8.17427 -8.05011  0.414
H37 3.04351 7.81413 -9.69318  0.155
H38 4.18691 9.37527 -8.46322  0.389
H39 5.39021 7.31705 -9.95287  0.249
H40 6.41991 8.27453 -9.01343  0.347
H41 4.37807 9.38807 -11.03932  0.349
H42 6.04293 9.71050 -10.91405  0.424
H43 4.87428 12.25898 -10.63601  0.309
H44 3.77543 12.39551 -9.39189  0.278
H45 3.38583 11.36384 -10.81173  0.328
C19 6.72619 -13.17863 4.14480  -0.771
O7 6.37424 -11.78504 4.41906  -0.323
C20 7.41435 -11.09787 5.05726  -0.682
C21 7.02754 -9.60045 5.20182  -0.580
N4 7.15402 -8.88758 3.92413  -0.426
C22 6.57846 -7.52723 4.11543  -0.639
C23 6.47990 -6.72939 2.80942  -0.627
O8 5.26623 -7.02369 2.12930  -0.240
C24 4.79622 -6.03927 1.21316  -0.756
H46 7.59693 -13.53347 4.69617  0.355
H47 7.03516 -13.27645 3.10410  0.279
H48 5.84403 -13.72299 4.48182  0.245
H49 8.27390 -11.28189 4.41274  0.377
H50 7.69129 -11.57541 5.99714  0.441
H51 7.54418 -9.15101 6.04986  0.409
H52 5.97092 -9.64813 5.46522  0.333
H53 6.63169 -9.36755 3.20518  0.276
H54 7.23424 -7.07901 4.86186  0.383
H55 5.60721 -7.51375 4.60999  0.329
H56 7.35337 -6.75166 2.15776  0.351
H57 6.39724 -5.68169 3.09853  0.417
H58 4.07108 -6.55568 0.58419  0.233
H59 5.59407 -5.70203 0.55150  0.311
H60 4.48806 -5.15090 1.76446  0.303
C25 9.68552 8.29652 0.48317  -0.742
O9 8.47363 7.97775 -0.09098  -0.287
C26 8.03349 8.98284 -1.08098  -0.680
C27 6.90133 8.44479 -2.02362  -0.563
N5 5.72299 8.47410 -1.15246  -0.379
C28 4.51368 7.96201 -1.75596  -0.826
C29 4.40384 6.44086 -1.48450  -0.427
O10 4.55090 5.94400 -0.10171  -0.366
C30 4.32932 4.47068 -0.02324  -0.768
H61 10.04622 7.49552 1.12847  0.246
H62 9.50227 9.13074 1.16036  0.292
H63 10.47061 8.38593 -0.26765  0.297
H64 8.96258 9.13321 -1.63078  0.470
H65 7.71442 9.84095 -0.48944  0.340
H66 7.22049 7.43235 -2.27102  0.263
H67 6.76057 8.81887 -3.03769  0.459
H68 5.87589 7.87344 -0.35501  0.311
H69 4.54059 8.13505 -2.83179  0.333
H70 3.75934 8.65844 -1.38983  0.376
H71 5.13139 5.82370 -2.01166  0.323
H72 3.44945 6.14973 -1.92321  0.428
H73 3.45938 4.14288 -0.59233  0.306
H74 4.14837 4.08151 0.97871  0.269
H75 5.13507 3.92733 -0.51683  0.324
C31 -1.18152 -2.20910 1.51907  -1.276
C32 -1.09739 -0.93596 0.62063  0.426
C33 -2.05566 -0.91535 -0.54499  -0.731
O11 -1.99241 -1.97289 -1.43662  -0.340
C34 -0.80944 -2.01530 -2.20917  -0.714
N6 -1.43948 0.03783 1.62278  -0.796
H76 -2.04634 -2.27755 2.17899  0.376
H77 -0.35532 -2.36743 2.21220  0.403
H78 -1.21751 -3.07145 0.85336  0.278
H79 -0.05673 -0.72520 0.37425  0.289
H80 -2.07693 0.01763 -1.10820  0.396
H81 -3.08126 -0.93393 -0.17635  0.236
H82 0.08968 -2.01872 -1.59299  0.273
H83 -0.77137 -1.12631 -2.83874  0.310
H84 -0.72256 -2.90482 -2.83312  0.270
H85 -2.28940 -0.39909 1.94964  0.307
H86 -0.79802 0.02444 2.40281  0.291
C35 -7.75059 2.93096 -2.87962  -1.538
C36 -8.78052 1.95712 -3.28277  0.456
C37 -8.18811 0.64771 -3.95659  -0.857
O12 -7.49586 -0.04628 -2.90286  -0.334
C38 -7.18592 -1.43581 -3.28522  -0.730
N7 -9.61377 1.57614 -2.13024  -0.764
H87 -8.08835 3.84891 -2.39861  0.383
H88 -7.18523 3.18817 -3.77534  0.366
H89 -7.03385 2.47248 -2.19833  0.379
H90 -9.39289 2.36600 -4.08647  0.272
H91 -7.54458 0.91659 -4.79425  0.460
H92 -9.03541 0.06590 -4.31943  0.406
H93 -6.42747 -1.36795 -4.06511  0.288
H94 -8.12106 -1.89518 -3.60555  0.309
H95 -6.71958 -1.89818 -2.41525  0.226
H96 -9.22813 0.64550 -2.05757  0.370
H97 -9.21265 2.16770 -1.41662  0.308
C39 0.75687 -9.88430 1.92605  -1.354
C40 -0.42593 -9.09293 2.61419  0.568
C41 -1.72697 -8.88527 1.78736  -1.039
O13 -0.88823 -9.76633 3.76532  -0.561
H98 1.13965 -9.45625 0.99959  0.335
H99 0.38451 -10.87311 1.65826  0.363
H100 1.59304 -10.07980 2.59739  0.351
H101 -0.01476 -8.12039 2.88476  0.195
H102 -1.72906 -9.52423 0.90429  0.289
H103 -1.78263 -7.82021 1.56228  0.225
H104 -2.64493 -9.21549 2.27359  0.332
H105 -0.21594 -10.14491 4.33653  0.297
C42 -2.98097 -0.48135 -9.77792  -1.147
C43 -2.73070 0.25040 -11.12594  0.264
C44 -1.94408 -0.53134 -12.22319  -1.191
O14 -4.04947 0.41520 -11.60511  -0.561
H106 -3.58459 0.06702 -9.05471  0.282
H107 -1.98354 -0.60245 -9.35536  0.314
H108 -3.39375 -1.45307 -10.04901  0.357
H109 -2.32331 1.21955 -10.83807  0.335
H110 -0.87113 -0.33981 -12.21019  0.355
H111 -2.19404 -0.12764 -13.20433  0.349
H112 -2.02991 -1.61708 -12.17964  0.297
H113 -4.44764 -0.45571 -11.67273  0.346

ORCA calculation (ωB97M-V/def2-TZVPD) on a molecular structure, C20H61CrHgO15S at a distorted geometry.

Results
gap between HOMO and LUMO (alpha / beta)	3.760 / 2.973	eV
2S+1	6
lowest unoccupied orbital energy (alpha / beta)	-9.0 / -11.6	eV
energy	-3522.466814	a.u.
total charge	+2

Each line ends with the Mulliken spin population.
Geometry (Å):
Hg1 1.85606 0.86311 1.62967  0.676
Cr1 -1.29118 -0.85904 -2.65275  3.413
S1 0.19308 -0.19279 -0.51336  0.254
O1 -0.88841 0.52640 -1.14982  0.021
O2 0.30845 -1.37808 -1.30491  -0.053
O3 1.42161 0.55522 -0.54041  0.068
O4 0.00556 -0.36679 0.92105  0.095
O5 -2.66347 -2.05548 -1.59086  -0.413
H1 -2.36240 -2.64839 -0.87508  0.022
C1 1.91115 -4.25680 1.70626  0.001
C2 1.27931 -3.97399 0.38175  0.002
O6 2.04494 -3.00636 -0.24127  -0.004
H2 1.50850 -5.17959 2.12393  0.000
H3 1.78408 -3.43662 2.41285  0.000
H4 2.97288 -4.49036 1.62701  0.001
H5 0.20490 -3.79487 0.42226  0.003
H6 1.37825 -4.82429 -0.29301  0.000
H7 1.47032 -2.41067 -0.72765  0.008
C3 0.96028 -0.06428 5.96766  0.022
C4 1.55432 -0.72244 4.74461  0.020
O7 1.00403 -0.18832 3.58185  0.324
H8 1.09742 1.01032 5.84716  0.004
H9 1.42798 -0.36042 6.90663  0.002
H10 -0.10981 -0.22709 6.09614  0.001
H11 1.43542 -1.80381 4.67675  0.033
H12 2.63217 -0.59802 4.64027  0.014
H13 0.08615 -0.46950 3.57448  0.014
C5 -2.00832 4.71704 -1.22098  0.000
C6 -2.54818 3.63717 -0.33652  0.001
O8 -1.39911 2.90606 0.05128  0.003
H14 -1.47822 5.40064 -0.55781  0.000
H15 -2.80563 5.20418 -1.78233  0.000
H16 -1.33252 4.38092 -2.00737  0.000
H17 -3.16132 2.95262 -0.92267  0.000
H18 -3.00018 4.04226 0.56886  0.001
H19 -1.40281 2.11737 -0.49604  0.006
C7 1.00343 -0.13213 -5.99809  -0.001
C8 -0.08814 0.62408 -5.24827  -0.001
O9 0.08131 0.28460 -3.87599  0.016
H20 1.11050 0.17201 -7.03930  0.000
H21 0.83332 -1.20753 -6.04990  0.001
H22 1.99432 -0.08023 -5.54694  0.001
H23 -1.09746 0.54399 -5.65196  -0.001
H24 0.06576 1.70240 -5.20778  0.002
H25 0.98484 0.53194 -3.66607  0.001
C9 1.61156 4.95058 0.24718  -0.002
C10 2.23766 3.82022 -0.49119  0.013
O10 2.67065 2.92032 0.47786  0.032
H26 0.83614 4.56417 0.90863  0.000
H27 1.19702 5.68183 -0.44675  0.000
H28 2.26151 5.37450 1.01264  0.001
H29 3.13397 4.10643 -1.04146  0.006
H30 1.51375 3.34583 -1.15376  0.003
H31 3.35350 3.33494 1.01021  -0.009
C11 -0.12442 -4.50639 -2.86511  0.007
C12 0.28987 -3.44580 -3.91075  -0.007
O11 -0.80096 -2.53786 -3.98045  -0.001
H32 0.59587 -5.30354 -2.68112  0.000
H33 -1.07849 -4.94245 -3.16123  0.001
H34 -0.28075 -4.11443 -1.86010  0.001
H35 0.38792 -3.93262 -4.88105  0.000
H36 1.27017 -3.01926 -3.69823  -0.002
H37 -1.37917 -3.00313 -4.58940  0.007
C13 4.59943 1.17434 -4.01504  0.002
C14 3.81144 1.42111 -2.72253  -0.004
O12 2.44628 1.06463 -2.89094  0.020
H38 4.37220 0.22440 -4.49885  0.000
H39 5.66272 1.08855 -3.79105  0.000
H40 4.52822 1.95370 -4.77374  0.000
H41 4.00947 2.41781 -2.32825  0.002
H42 4.20335 0.72371 -1.98215  0.003
H43 2.05586 1.08387 -2.01413  0.001
C15 -1.40281 2.67079 3.95886  0.004
C16 -0.07351 2.96461 3.31465  0.006
O13 0.12718 2.32483 2.11734  0.148
H44 -1.43883 2.79320 5.04136  0.001
H45 -1.67203 1.62574 3.80562  0.000
H46 -2.22601 3.26063 3.55569  0.000
H47 0.83577 2.78043 3.88683  0.008
H48 -0.03697 4.04043 3.14323  -0.002
H49 -0.54053 2.67894 1.52542  0.007
C17 -1.98458 -3.31025 4.29255  0.007
C18 -1.58126 -2.80509 2.89360  -0.003
O14 -1.52262 -1.38453 2.81117  0.147
H50 -1.82987 -4.38911 4.27648  0.002
H51 -3.02303 -3.06200 4.51185  0.001
H52 -1.34508 -2.83567 5.03680  -0.001
H53 -2.27686 -3.25082 2.18257  0.022
H54 -0.55587 -3.11174 2.68713  0.013
H55 -1.15319 -1.18814 1.94713  0.006
C19 -3.86528 -0.02582 0.68961  -0.006
C20 -4.18983 -1.51555 0.91404  0.003
O15 -5.31126 -1.85037 0.11549  -0.001
H56 -4.77564 0.56109 0.81151  0.000
H57 -3.44889 0.14676 -0.30284  0.004
H58 -3.17573 0.38995 1.42430  0.002
H59 -4.44826 -1.78047 1.93929  -0.001
H60 -3.34197 -2.14816 0.65130  0.000
H61 -6.10103 -1.46958 0.50647  0.000

ORCA calculation (ωB97M-V/def2-TZVPD) on a molecular structure, C2H7NO2S2 at a distorted geometry.

Results
gap between HOMO and LUMO	6.935	eV
lowest unoccupied orbital energy	-2.2	eV
energy	-1081.857978	a.u.

Each line ends with the natural charge from an NBO analysis.
Geometry (Å):
C1 -0.31587 1.09237 2.07098  -0.267
C2 0.44859 -2.38475 -1.14682  -0.758
N1 -0.08288 2.08727 -1.66003  -1.027
O1 1.25255 0.47639 -0.29881  -0.901
O2 -0.87472 1.41036 0.80240  -0.700
S1 -1.06784 -1.46840 -1.60939  -0.029
S2 -0.08354 0.99730 -0.62262  1.985
H1 -0.93751 0.71108 2.83178  0.202
H2 0.29811 1.88593 2.50340  0.193
H3 0.33255 0.23020 1.90993  0.202
H4 1.14553 -2.50669 -1.96272  0.221
H5 0.11557 -3.34072 -0.75504  0.224
H6 0.79412 -1.71892 -0.34480  0.263
H7 -1.02466 2.52859 -1.71825  0.392

Look up the energy of the second one.
-3522.466814 a.u.

Look up the energy of the first one.
-3180.335765 a.u.

The highest energy belongs to which entry?
C2H7NO2S2